Entry 1:
Density functional theory data (the ωB97M-V functional and the def2-TZVPD basis) for a cluster of 2 separate species, C2H3FN in total in a non-equilibrium geometry.

```
7
Properties=species:S:1:pos:R:3:mulliken_charge:R:1
C 0.686 0.692 -0.083 -0.04
C 1.151 1.731 0.326 0.06
N 0.068 -0.455 -0.439 -0.25
F -1.556 0.024 1.551 -0.03
H -0.748 -0.449 0.439 0.48
H 0.708 -1.311 -0.435 0.40
H -0.309 -0.231 -1.359 0.38
```

Output
- total energy (eV) = -6312.7677
- maximum force (Eh/bohr) = 0.0829
- E_LUMO (spin up / spin down) (eV) = -8.42 / -10.81
- total charge = +1



Entry 2:
Density functional theory data (the ωB97M-V functional and the def2-TZVPD basis) for a structure of composition C20H42B2CaF4N8O4.

```
81
Properties=species:S:1:pos:R:3:mulliken_charge:R:1
Ca -0.493 -0.534 0.612 1.35
C -2.347 2.482 2.392 -1.34
N -0.952 2.872 2.299 0.54
C -0.636 4.228 2.717 -0.62
C 0.871 4.170 2.867 -0.68
N 1.091 2.774 3.237 0.05
C 2.459 2.283 3.097 -1.18
C 0.020 2.022 2.800 0.15
N -0.134 0.748 2.819 -0.29
C 0.730 -0.084 3.651 -1.13
C 0.157 -1.489 3.661 -1.00
N 0.364 -2.040 2.325 -0.57
C 0.018 -3.240 1.970 0.35
N -0.792 -4.169 2.589 -0.03
C -1.881 -3.785 3.478 -1.11
C -1.140 -5.200 1.608 -0.61
C -0.001 -5.116 0.602 -0.66
N 0.477 -3.764 0.797 0.56
C 1.725 -3.366 0.174 -0.85
H -2.932 3.095 1.705 0.31
H -2.731 2.641 3.408 0.36
H -2.468 1.432 2.144 0.43
H -1.119 4.455 3.677 0.30
H -0.967 4.962 1.982 0.36
H 1.251 4.847 3.632 0.41
H 1.370 4.395 1.917 0.35
H 3.113 3.146 2.974 0.44
H 2.559 1.656 2.211 0.34
H 2.782 1.738 3.982 0.34
H 0.784 0.326 4.665 0.49
H 1.753 -0.173 3.269 0.29
H -0.892 -1.417 3.952 0.29
H 0.687 -2.089 4.411 0.50
H -2.526 -3.024 3.034 0.28
H -1.503 -3.434 4.433 0.36
H -2.477 -4.677 3.667 0.39
H -2.096 -4.956 1.135 0.27
H -1.216 -6.176 2.087 0.40
H -0.336 -5.273 -0.423 0.30
H 0.797 -5.836 0.824 0.43
H 2.430 -4.202 0.217 0.39
H 2.139 -2.522 0.721 0.30
H 1.568 -3.070 -0.862 0.02
C 1.366 3.517 -2.587 -0.72
O 1.679 2.750 -1.425 -0.40
C 0.714 2.095 -0.770 0.49
O 1.015 1.392 0.175 -0.39
N -0.566 2.304 -1.193 -0.36
N -1.526 1.428 -0.656 -0.22
H 2.303 3.962 -2.907 0.28
H 0.649 4.307 -2.360 0.35
H 0.986 2.876 -3.385 0.12
H -0.693 2.499 -2.173 0.31
H -1.788 0.763 -1.385 0.27
H -2.333 1.953 -0.347 0.24
C -2.201 -1.268 -4.214 -1.98
C -0.803 -0.659 -4.193 1.61
C -0.683 0.409 -5.265 -2.00
O -0.617 -0.055 -2.895 0.07
B -0.007 -1.011 -2.004 0.45
O 0.446 -2.059 -2.814 -0.63
C 0.319 -1.726 -4.211 1.43
C -0.014 -2.983 -4.992 -1.99
C 1.663 -1.167 -4.669 -1.98
H -2.929 -0.486 -3.992 0.51
H -2.296 -2.040 -3.451 0.29
H -2.439 -1.693 -5.191 0.36
H -1.519 1.107 -5.179 0.47
H -0.720 -0.038 -6.262 0.35
H 0.248 0.967 -5.169 0.33
H -0.879 -3.490 -4.569 0.37
H 0.834 -3.668 -4.955 0.46
H -0.217 -2.745 -6.039 0.35
H 1.904 -0.251 -4.127 0.25
H 1.669 -0.965 -5.742 0.37
H 2.437 -1.903 -4.448 0.49
F -2.718 -0.784 1.816 -0.28
B -3.269 -1.472 0.682 0.30
F -4.468 -2.062 0.978 -0.31
F -2.274 -2.429 0.326 -0.23
F -3.354 -0.535 -0.362 -0.35
```

Output
- total energy (eV) = -72205.3905
- maximum force (Eh/bohr) = 0.0057
- E_LUMO (eV) = 0.44
- total charge = 0



Entry 3:
Density functional theory data (the ωB97M-V functional and the def2-TZVPD basis) for a cluster of 8 separate species, C18H32O20S in total in a non-equilibrium geometry.

```
71
Properties=species:S:1:pos:R:3:mulliken_charge:R:1
C 5.167 -1.148 0.845 -1.13
C 4.311 -1.572 -0.324 -0.39
O 3.088 -0.828 -0.357 -0.22
S 2.939 0.428 -1.326 1.11
C 2.655 -0.399 -2.864 -0.95
O 1.797 1.131 -0.851 -0.39
O 4.208 1.081 -1.430 -0.68
H 4.795 -1.458 1.821 0.23
H 5.207 -0.056 0.873 0.31
H 6.200 -1.473 0.718 0.37
H 4.914 -1.411 -1.222 0.32
H 4.018 -2.619 -0.294 0.43
H 3.599 -0.901 -3.066 0.43
H 2.454 0.348 -3.626 0.33
H 1.840 -1.115 -2.846 0.26
O 0.502 -0.234 2.672 -0.58
C 0.865 -1.036 3.467 0.69
O 0.414 -2.317 3.485 -0.33
C 0.942 -3.015 4.611 -0.31
C 1.974 -2.021 5.202 -0.30
O 1.789 -0.840 4.420 -0.40
H 0.139 -3.296 5.287 0.28
H 1.441 -3.911 4.244 0.27
H 2.993 -2.355 5.028 0.28
H 1.759 -1.833 6.250 0.27
O -1.856 2.420 -0.648 -0.35
C -2.618 3.309 -0.834 0.67
O -3.756 3.525 -0.143 -0.33
C -4.214 4.846 -0.440 -0.41
C -3.694 5.031 -1.857 -0.40
O -2.504 4.221 -1.845 -0.29
H -5.299 4.882 -0.388 0.30
H -3.800 5.575 0.256 0.28
H -3.418 6.069 -2.034 0.30
H -4.369 4.680 -2.635 0.26
O -1.571 3.004 5.619 -0.55
C -1.269 2.854 4.481 0.60
O -1.372 1.685 3.808 -0.42
C -0.905 1.846 2.468 0.33
C -0.749 3.373 2.333 0.20
O -0.763 3.815 3.679 -0.39
H 0.000 1.247 2.341 0.28
H -1.631 1.451 1.759 -0.16
H -1.598 3.736 1.750 -0.09
H 0.169 3.691 1.847 0.27
O -1.930 -4.161 -1.027 -0.62
C -1.595 -3.037 -0.816 0.57
O -0.413 -2.693 -0.273 -0.26
C -0.229 -1.304 -0.514 1.75
C -1.664 -0.801 -0.464 0.36
O -2.345 -1.947 -1.057 -0.40
H 0.439 -0.847 0.207 -0.03
H 0.167 -1.121 -1.513 -1.34
H -1.829 0.039 -1.132 -0.17
H -2.058 -0.629 0.535 0.10
O -0.271 -1.289 -4.076 -0.54
C -0.660 -0.164 -4.034 0.69
O 0.133 0.920 -4.161 -0.28
C -0.634 2.125 -3.966 -0.19
C -2.068 1.612 -4.001 -0.04
O -1.934 0.205 -3.801 -0.37
H -0.357 2.551 -3.003 0.16
H -0.387 2.798 -4.782 0.33
H -2.562 1.832 -4.948 0.35
H -2.687 1.984 -3.191 -0.03
O -1.015 -6.817 0.868 -0.67
H -0.992 -5.932 0.491 0.36
H -0.454 -7.333 0.281 0.31
O 0.519 -5.594 -1.785 -0.67
H -0.175 -5.051 -1.387 0.32
H 0.211 -5.754 -2.681 0.30
```

Output
- total energy (eV) = -70970.0740
- maximum force (Eh/bohr) = 0.0308
- E_LUMO (eV) = 0.11
- total charge = 0



Entry 4:
Density functional theory data (the ωB97M-V functional and the def2-TZVPD basis) for a cluster of 2 separate species, C2H4INO in total in a non-equilibrium geometry.

```
9
Properties=species:S:1:pos:R:3:mulliken_charge:R:1
C -0.516 -0.546 -0.065 0.44
C 0.463 -0.351 0.923 -0.49
N -0.105 -1.286 -1.012 -0.53
O 1.191 1.644 -0.535 -0.63
I -2.549 0.116 0.311 0.09
H 1.431 -0.552 0.673 0.30
H 0.098 -0.039 1.882 0.28
H -0.611 -1.289 -1.899 0.28
H 0.598 2.301 -0.277 0.27
```

Output
- total energy (eV) = -13771.6456
- maximum force (Eh/bohr) = 0.0755
- E_LUMO (spin up / spin down) (eV) = -2.72 / -2.73
- total charge = 0



Entry 5:
Density functional theory data (the ωB97M-V functional and the def2-TZVPD basis) for a cluster of 3 separate species, C22H54N7O4P2 in total in a non-equilibrium geometry.

```
89
Properties=species:S:1:pos:R:3:mulliken_charge:R:1
C -0.818 1.036 2.626 -0.64
C -1.169 1.108 1.462 -0.32
C -1.300 0.912 0.053 -0.04
C -2.765 1.319 -0.333 -0.79
O -3.429 2.062 0.701 -0.12
C -4.788 2.234 0.384 -0.98
C -5.611 1.048 0.888 0.36
C -7.131 1.236 0.745 -1.34
C -1.033 -0.568 -0.321 -1.05
C -1.367 -1.639 0.718 0.30
O -0.785 -2.891 0.216 -0.46
C -2.873 -1.899 0.863 -0.60
N -3.397 -1.378 2.135 -0.79
H -0.393 1.110 3.600 0.47
H -2.665 2.031 -1.174 0.22
H -3.366 0.468 -0.685 0.58
H -4.930 2.396 -0.696 0.41
H -5.187 3.129 0.880 0.42
H -5.323 0.874 1.926 0.26
H -5.328 0.136 0.354 -0.11
H -7.424 2.286 0.676 0.32
H -7.616 0.749 1.594 0.34
H -7.524 0.743 -0.148 0.31
H -0.004 -0.710 -0.665 0.27
H -1.669 -0.773 -1.197 0.28
H -0.897 -1.491 1.686 0.32
H -1.362 -3.260 -0.458 0.26
H -3.422 -1.556 -0.026 0.24
H -3.008 -2.987 0.899 0.46
H -3.147 -0.393 2.211 0.26
H -4.405 -1.473 2.101 0.29
O 1.378 4.443 1.824 -0.86
P 1.216 5.519 0.792 0.90
N 1.944 6.821 1.689 0.09
C 1.539 8.205 1.706 -0.83
C 3.352 6.642 2.016 -1.01
N -0.519 5.571 0.778 0.36
C -1.242 6.617 1.472 -1.27
C -1.165 4.281 1.088 -1.32
N 1.283 6.311 -0.721 0.11
C 2.605 6.550 -1.289 -1.09
C 0.205 6.926 -1.466 -0.87
H 1.677 8.727 0.744 0.20
H 2.121 8.756 2.448 0.42
H 0.508 8.330 2.026 0.18
H 4.011 6.825 1.154 0.30
H 3.533 5.626 2.369 0.25
H 3.658 7.312 2.822 0.40
H -1.012 6.646 2.547 0.33
H -2.317 6.455 1.359 0.37
H -1.062 7.601 1.031 0.33
H -1.175 4.069 2.161 0.30
H -0.666 3.453 0.589 0.37
H -2.199 4.290 0.738 0.40
H 3.000 7.534 -1.004 0.30
H 2.586 6.502 -2.379 0.37
H 3.312 5.790 -0.955 0.32
H -0.008 7.936 -1.099 0.25
H -0.703 6.333 -1.440 0.24
H 0.472 7.012 -2.524 0.37
O 1.663 -6.444 -3.494 -0.85
P 2.030 -6.313 -2.041 0.88
N 3.682 -5.841 -2.236 0.05
C 4.806 -6.235 -1.420 -0.84
C 3.893 -4.562 -2.908 -1.04
N 1.832 -8.007 -1.631 0.24
C 2.975 -8.887 -1.481 -1.22
C 0.834 -8.698 -2.442 -1.09
N 1.916 -5.874 -0.412 0.27
C 2.001 -4.443 -0.102 -1.24
C 1.894 -6.722 0.762 -0.94
H 4.767 -5.853 -0.388 0.21
H 5.733 -5.862 -1.858 0.41
H 4.937 -7.314 -1.389 0.18
H 3.693 -3.706 -2.250 0.33
H 3.243 -4.478 -3.780 0.28
H 4.918 -4.474 -3.274 0.39
H 3.593 -8.930 -2.390 0.31
H 2.635 -9.900 -1.252 0.41
H 3.594 -8.603 -0.629 0.31
H 1.216 -8.975 -3.432 0.31
H -0.051 -8.082 -2.586 0.35
H 0.516 -9.614 -1.934 0.31
H 3.035 -4.141 0.111 0.23
H 1.390 -4.177 0.757 0.34
H 1.633 -3.844 -0.933 0.42
H 2.908 -7.017 1.055 0.28
H 1.285 -7.609 0.624 0.30
H 1.451 -6.190 1.608 0.37
```

Output
- total energy (eV) = -60882.2296
- maximum force (Eh/bohr) = 0.1258
- E_LUMO (eV) = 2.44
- total charge = -1